Run i
Below is a 2-piece molecular cluster, CH2ClNO2 overall, with properties calculated with ωB97M-V/def2-TZVPD.

Computed properties:
Highest occupied orbital energy (alpha / beta) ... -10.023 / -8.772 eV
E_LUMO (alpha / beta) ... -0.2 / -1.2 eV
Orbital gap (alpha / beta) ... 0.35941 / 0.27941 Eh

Each line ends with the Mulliken charge.
Atoms and positions in Å:
1 H -0.34064 -1.78897 -0.61041  0.34
2 N 0.57694 0.71180 1.20651  0.75
3 H 0.51411 -0.25319 -1.54995  0.28
4 Cl -1.73832 0.26561 -1.24563  -0.09
5 O 1.54364 0.22836 1.70771  -0.42
6 O -0.19655 1.55870 1.45982  -0.38
7 C -0.35919 -0.72231 -0.96804  -0.47



Run ii
Below is a 2-piece molecular cluster, CH2ClNO2 overall, with properties calculated with ωB97M-V/def2-TZVPD.

Computed properties:
Highest occupied orbital energy (alpha / beta) ... -9.201 / -9.244 eV
E_LUMO (alpha / beta) ... -0.7 / -0.7 eV
Orbital gap (alpha / beta) ... 0.31284 / 0.31533 Eh

Each line ends with the Mulliken charge.
Atoms and positions in Å:
1 H -0.32786 -0.88029 -1.32591  0.29
2 H 0.39301 0.81645 -1.24066  0.27
3 Cl 1.86579 -0.83126 -0.39255  -0.05
4 O -1.76525 0.69323 0.92459  -0.46
5 C 0.38485 -0.20735 -0.89395  -0.25
6 N -0.63920 0.33866 1.01458  0.64
7 O 0.08866 0.07057 1.91390  -0.44



Quick one: most stable of them? run ii



Run i
Below is a 4-piece molecular cluster, C8H16Br8 overall, with properties calculated with ωB97M-V/def2-TZVPD.

Computed properties:
SMILES string ... BrCCBr.BrCCBr.BrCCBr.BrCCBr
Highest occupied orbital energy ... -9.797 eV
E_LUMO ... 0.2 eV
Orbital gap ... 0.36610 Eh

Each line ends with the Mulliken charge.
Atoms and positions in Å:
1 Br 2.11683 -2.59295 2.74833  -0.16
2 H 2.58292 0.02282 -8.88612  0.38
3 H 1.00931 -0.60576 -9.35717  0.40
4 H -3.01313 -2.57139 0.08432  0.34
5 H -2.55582 -0.33002 1.90772  0.37
6 Br -1.10105 -0.13071 -0.24101  -0.11
7 H 1.30575 0.30321 -1.76960  -0.32
8 Br 1.89876 3.25778 -1.32281  -0.19
9 H 2.68682 0.86798 -2.81372  0.43
10 H 1.93043 -1.02912 0.07430  0.10
11 C -2.17510 -1.02670 1.16088  -0.48
12 H -1.57645 -1.79857 1.64456  0.34
13 C 1.70932 -1.03253 -7.37002  -0.57
14 H 2.61676 -1.36322 -6.86476  0.37
15 Br 0.68547 -0.20715 -4.11941  -0.15
16 Br 2.74116 -2.42472 -9.66642  -0.14
17 Br -4.82043 -2.08988 1.72643  -0.15
18 C 2.90879 -1.05017 0.55437  -0.42
19 H 4.23657 -2.52810 1.26026  0.39
20 Br 0.50388 -2.61895 -7.19241  -0.14
21 C 1.60601 0.78211 -2.70159  -0.03
22 C -3.38189 -1.63604 0.50534  -0.65
23 H -3.81626 -0.97752 -0.24684  0.38
24 H 3.08695 -0.32046 1.34423  0.41
25 H 2.91279 -3.15420 0.35856  0.39
26 C 0.92794 2.22102 -2.72817  -0.64
27 H 1.33521 -0.13465 -6.87814  0.30
28 C 1.92014 -0.83877 -8.80563  -0.64
29 Br 4.06875 -0.49153 -0.94212  -0.14
30 H 1.02302 2.72336 -3.69083  0.43
31 H -0.13952 2.21774 -2.50770  0.39
32 C 3.17016 -2.38459 1.08627  -0.52



Run ii
Below is a 4-piece molecular cluster, C8H16Br8 overall, with properties calculated with ωB97M-V/def2-TZVPD.

Computed properties:
SMILES string ... BrCCBr.BrCCBr.BrCCBr.BrCCBr
Highest occupied orbital energy ... -10.048 eV
E_LUMO ... 0.3 eV
Orbital gap ... 0.37984 Eh

Each line ends with the Mulliken charge.
Atoms and positions in Å:
1 H -1.04054 -0.58317 -3.00200  0.48
2 H -2.17910 5.02580 -0.87467  0.37
3 H 3.77855 -3.67779 -0.32124  0.40
4 C -0.26318 -0.73600 -2.25764  -0.47
5 Br 2.29954 -3.14534 -2.67844  -0.14
6 H -0.37664 4.36990 -2.43498  0.35
7 C -2.18222 4.02049 -1.27987  -0.50
8 H -0.39452 -2.09903 4.30052  0.36
9 H 0.30502 -1.60326 -2.58471  0.11
10 Br -1.50317 2.77329 0.05739  -0.12
11 H 4.07650 -1.62682 -1.81455  0.39
12 Br -2.17321 4.95252 -4.01401  -0.16
13 C 3.15799 -1.95710 -1.34159  -0.41
14 H 4.01051 -2.17072 0.62618  0.38
15 H 0.35772 -0.81508 5.22144  0.37
16 Br 0.92251 0.81853 -2.36797  -0.17
17 H -1.85534 -0.48557 3.20228  0.34
18 C -1.03459 -0.05246 3.76685  -0.49
19 C -0.87735 -0.98764 -0.89906  0.00
20 H -1.20634 2.87472 -2.81347  0.22
21 H -1.26352 0.88727 4.24921  0.41
22 Br 1.67534 -3.13650 0.85320  -0.10
23 H 2.51785 -1.08865 -1.19160  0.08
24 H -3.19003 3.67897 -1.49922  0.35
25 C 3.34824 -2.72081 -0.03532  -0.60
26 H -1.58579 -0.21062 -0.62208  0.31
27 Br -1.79173 -2.71962 -1.03177  -0.13
28 Br 0.42487 0.07742 2.47119  -0.16
29 C -0.56849 -1.12455 4.74160  -0.65
30 H -0.17701 -1.07245 -0.07433  -0.15
31 Br -1.85444 -1.37863 6.18625  -0.17
32 C -1.35744 3.91292 -2.53759  -0.50



Quick one: most stable of them? run ii



Run i
Below is C40H36N6O4PPbS3 as an isolated structure, with properties calculated with ωB97M-V/def2-TZVPD.

Computed properties:
Total charge ... +1
Highest occupied orbital energy ... -9.354 eV
E_LUMO ... -3.1 eV
Orbital gap ... 0.22822 Eh

Each line ends with the Mulliken charge.
Atoms and positions in Å:
1 C 3.97746 0.33955 -0.12025  0.13
2 C 4.91861 -3.79455 1.64317  -0.85
3 C 0.47738 0.40493 3.37025  0.64
4 H 3.24270 -2.82869 2.58498  0.50
5 C -3.67670 -0.47495 2.97540  -1.01
6 C -5.12179 0.46150 -3.29654  -0.60
7 H -1.31864 0.04205 4.26945  0.11
8 H 3.95786 1.02548 3.25470  0.40
9 C -2.51278 5.32032 1.49591  -0.61
10 C 5.77236 1.17238 1.32158  -0.78
11 O 0.19127 3.93725 0.60571  -0.83
12 S -0.12333 -0.72711 2.09740  0.35
13 C -4.11407 2.54232 -3.93155  -0.70
14 H -4.61476 -0.28800 -1.36018  0.42
15 O 1.31388 -1.62602 1.85775  -0.31
16 C -3.43488 2.57581 -2.72694  -0.59
17 H 5.30917 -4.23370 -1.69349  0.45
18 N 0.69865 1.12215 -3.80188  -0.59
19 C 6.70115 0.99393 0.32228  -0.75
20 O -0.79303 2.36935 1.82709  -0.59
21 H 2.16292 1.68666 -5.73403  0.18
22 C 3.68947 -3.15150 1.65608  -0.10
23 C 5.49139 -4.19433 0.44526  -0.54
24 H 0.18559 -3.46732 -1.74140  0.47
25 P -2.48741 1.66603 -0.32232  1.33
26 C 4.85163 -3.93895 -0.75971  -0.76
27 N -0.19324 0.98930 -2.73630  0.03
28 H 3.26006 2.69880 -4.85767  0.21
29 S 2.26277 2.78410 -2.35358  -0.42
30 H 3.13812 -3.04873 -1.70396  0.44
31 H -2.79699 3.42253 -2.49706  0.48
32 H 5.42861 -3.98005 2.57810  0.46
33 C -3.09507 3.22776 0.43850  -0.40
34 N 2.45846 2.09278 -4.86289  -0.46
35 H 6.08268 1.56203 2.28441  0.42
36 N 1.56857 1.03742 3.35611  -1.18
37 H 7.73789 1.25341 0.48150  0.42
38 S 1.47891 -2.14846 0.33982  0.74
39 C -1.49188 -5.57187 0.30623  -0.50
40 H -2.46214 -1.21144 -0.60343  0.47
41 C 3.06902 -2.91825 0.44205  0.39
42 O 2.73379 0.03041 -0.36616  -0.17
43 C 0.36767 -3.54692 0.40094  0.38
44 C 6.27846 0.46753 -0.90028  -0.61
45 H -0.44880 0.01472 -2.63430  0.19
46 C -3.53365 -1.78811 2.54956  -0.60
47 H -5.48884 1.44501 -5.16556  0.40
48 C 1.77358 1.95200 -3.71631  0.72
49 H -3.75056 -2.60499 3.22486  0.42
50 Pb 0.84324 1.62271 0.00711  1.14
51 H -1.47847 -5.29395 -1.82225  0.44
52 N -0.41013 0.45745 4.39954  -0.40
53 C -2.83302 -0.99609 0.39336  -0.63
54 H -4.12011 6.71233 1.76216  0.42
55 C -2.16150 4.05828 1.05109  0.50
56 H -2.99090 -3.06753 0.91153  0.53
57 H 7.00015 0.31252 -1.69308  0.45
58 C -3.41442 0.57841 2.10772  -0.36
59 H 4.63141 -0.26158 -2.06561  0.46
60 C -0.80441 3.46383 1.20804  0.46
61 H 6.44688 -4.69994 0.44938  0.44
62 H -5.82317 5.20700 0.78887  0.46
63 H -1.28855 -5.64338 2.44081  0.45
64 H -1.03752 1.54244 -2.88161  0.13
65 C -3.59114 1.55359 -1.78375  0.12
66 C -3.00344 0.32773 0.80195  0.60
67 H -0.38978 1.31403 4.93200  0.32
68 C 4.95755 0.13842 -1.11441  -0.55
69 H -2.22900 -6.36214 0.27479  0.43
70 H -3.52232 1.59982 2.44926  0.33
71 H 0.37775 -3.82621 2.53093  0.51
72 C -0.96911 -5.16398 1.52656  -0.92
73 C -0.14831 -3.94323 -0.82679  -0.48
74 C -0.03306 -4.14469 1.58339  -0.12
75 C 3.52546 1.00519 2.25347  -0.83
76 C -4.95509 1.47476 -4.22535  -0.57
77 C 3.63156 -3.28486 -0.77010  -0.38
78 C -3.11073 -2.04737 1.25253  -0.73
79 C -4.78964 4.89264 0.84413  -0.82
80 H -1.76253 5.96167 1.93881  0.53
81 H -5.15304 3.02007 -0.13600  0.49
82 C -1.07540 -4.97069 -0.87307  -0.79
83 C -3.83445 5.73385 1.40083  -0.57
84 H 0.37421 0.86042 -4.72280  0.23
85 C 4.41752 0.86801 1.12628  0.70
86 C -4.41658 3.65103 0.34547  0.00
87 H -4.00592 -0.26630 3.98588  0.51
88 N 2.25060 1.03652 2.13915  0.82
89 H -5.78964 -0.36316 -3.50886  0.44
90 C -4.44460 0.49907 -2.08322  -0.38
91 H -3.99185 3.34973 -4.64138  0.44



Run ii
Below is C40H36N6O4PPbS3 as an isolated structure, with properties calculated with ωB97M-V/def2-TZVPD.

Computed properties:
Total charge ... +1
Highest occupied orbital energy ... -9.748 eV
E_LUMO ... -3.1 eV
Orbital gap ... 0.24544 Eh

Each line ends with the Mulliken charge.
Atoms and positions in Å:
1 H -2.52413 -4.37597 -1.92115  0.40
2 N -3.67277 3.82707 -1.97443  -0.46
3 O -2.82143 -0.77226 -0.38396  0.29
4 S 0.56527 -1.99752 0.59588  0.29
5 N 1.82114 -3.99446 -0.55356  -0.37
6 H -6.97671 -2.98181 -2.67320  0.40
7 C 0.78683 -0.56331 4.75997  -0.97
8 H -6.22026 -2.55561 4.40278  0.43
9 C 4.70191 0.70023 -5.18103  -0.54
10 C -3.74168 -2.56889 -1.69252  0.85
11 H 5.10711 1.96208 -2.05751  0.47
12 O 1.67203 -1.35935 -2.37313  -0.52
13 C 3.43324 0.78246 -2.70640  -0.67
14 C 1.58654 -0.64400 -3.41750  0.32
15 O 0.49233 -0.34046 -3.95714  -0.82
16 C -3.26061 -2.72963 2.76280  -0.29
17 C -6.11419 -2.54560 -2.18646  -0.80
18 H 1.35953 1.21872 5.81087  0.44
19 H -0.18013 2.68144 4.53699  0.45
20 C 2.90236 5.28911 0.12147  -0.59
21 C -6.24014 -1.36614 -1.45142  -0.67
22 H -2.47849 -3.43002 2.50450  0.49
23 C 0.73477 0.79827 5.03200  -0.50
24 C -3.86489 -1.36504 -0.96333  -0.11
25 O -0.99165 -2.16123 1.25932  -0.39
26 H 5.19778 0.68508 -6.14480  0.41
27 H 2.42209 0.49607 1.76271  0.61
28 C 2.33347 3.56491 -1.45545  -1.41
29 H -0.46954 2.40156 0.35059  0.17
30 C -0.12413 1.62286 4.31339  -0.96
31 H -3.74526 4.69611 -1.47384  0.18
32 C -2.48052 -3.29726 -1.75899  -0.92
33 C 2.85645 2.57889 -0.60749  0.36
34 C 2.36275 4.90557 -1.10227  -0.38
35 C 5.10688 -1.92952 0.42578  -0.82
36 H 5.84742 -2.62467 0.04717  0.44
37 H 3.01780 -0.46660 -5.85080  0.52
38 H 2.54413 -3.58171 0.01620  0.11
39 P 2.48529 0.84184 -1.13164  2.04
40 H 1.43997 -1.20636 5.33843  0.51
41 H 4.64980 -1.14224 -1.51786  0.32
42 C -5.13976 -0.79687 -0.83925  -0.50
43 H 2.92770 6.33463 0.40284  0.41
44 C -4.18911 -0.48904 2.65952  -0.17
45 C 3.20124 -0.16003 1.38232  -0.42
46 H -1.59491 1.70736 2.73770  0.45
47 H 3.68075 -0.92462 3.32971  0.45
48 C 0.64106 -3.33236 -0.66874  0.61
49 H 0.05112 -2.17114 3.53156  0.55
50 H -4.34300 3.62043 -2.69285  0.22
51 N -1.80125 3.27964 -0.81837  -0.57
52 C -0.83057 -0.28055 3.01594  0.52
53 H 2.12903 -4.48316 -1.38074  0.32
54 C 5.30088 1.35024 -4.11008  -0.84
55 H 3.86832 4.62067 1.91325  0.45
56 H 3.85633 2.24964 1.26783  0.48
57 H 5.37864 -2.51578 2.47556  0.42
58 N -0.27963 -3.63882 -1.48366  -1.16
59 C -0.90266 1.08134 3.30013  -0.51
60 C -5.28299 -0.90942 3.39661  -0.82
61 H -5.23387 0.12303 -0.27162  0.42
62 H -4.75970 -4.07184 -2.83085  0.44
63 C 3.89124 -0.97859 2.26675  -0.74
64 H -4.11042 0.53679 2.31154  0.42
65 C -2.65786 2.96037 -1.80820  0.73
66 S -1.77208 -0.75014 1.52299  0.66
67 H -6.06849 -0.20528 3.64035  0.46
68 C -4.87607 -3.14452 -2.27846  -0.72
69 H -7.21118 -0.89531 -1.35322  0.44
70 C 0.00591 -1.10936 3.75018  0.17
71 C -3.18658 -1.40380 2.36807  0.20
72 H 1.92895 3.27304 -2.42319  0.42
73 C 3.48497 -0.18351 0.01232  0.47
74 C 3.47885 0.06183 -5.02402  -0.53
75 C 3.43467 4.32740 0.96483  -0.70
76 C 3.41491 2.98164 0.60373  -0.42
77 N -1.34407 -2.75902 -1.55390  0.79
78 C -5.36876 -2.23064 3.81848  -0.56
79 C 4.65604 1.42067 -2.88181  0.12
80 H -1.85249 4.20819 -0.43167  0.24
81 Pb -0.60893 -0.24731 -1.70188  1.05
82 C 2.86439 0.06812 -3.78246  0.64
83 H -4.44201 -4.16818 3.81091  0.47
84 H 1.95760 5.65287 -1.77357  0.46
85 S -2.54981 1.62038 -2.81726  -0.42
86 H 6.27798 1.80227 -4.23038  0.45
87 C 4.84322 -1.86990 1.78984  -0.79
88 N -0.62731 2.56162 -0.63370  0.07
89 H 0.17062 3.04985 -1.02313  0.05
90 C 4.43690 -1.08906 -0.45754  -0.63
91 C -4.36815 -3.13637 3.49267  -0.82



Quick one: most stable of them? run i



Run i
Below is an isolated ion of composition C7H10ClN2O2 and charge +1, with properties calculated with ωB97M-V/def2-TZVPD.

Computed properties:
SMILES string ... COC(=O)[C@]1(Cl)CC(C)=NC=[NH+]1
Total charge ... +1
Highest occupied orbital energy ... -14.548 eV
E_LUMO ... -5.6 eV
Orbital gap ... 0.33027 Eh

Each line ends with the Mulliken charge.
Atoms and positions in Å:
1 H 0.03031 1.38788 -0.59387  0.50
2 C -1.60300 -1.37881 1.28273  -0.16
3 H -2.76029 2.03550 -1.19641  0.34
4 H -3.91756 0.68421 -0.85772  0.40
5 H 4.09575 0.14598 -0.56131  0.34
6 H -1.91700 -1.86202 2.17996  0.41
7 C -0.54483 0.70625 0.00868  -1.00
8 H -0.22200 0.97322 1.05261  0.43
9 N -2.36333 -0.44887 0.74539  -0.38
10 H 3.58032 0.66644 0.99828  0.34
11 C -2.94626 0.92194 -1.11926  -1.30
12 C -1.98620 0.36007 -0.21267  0.83
13 C 3.55205 0.83586 -0.06145  -0.71
14 O 2.17520 0.50880 -0.39082  -0.29
15 C 1.75539 -0.59557 0.19387  0.28
16 H 0.09919 -2.34296 1.32186  0.32
17 H -2.77185 0.71223 -2.14680  0.34
18 O 2.31336 -1.34804 0.92775  -0.52
19 N -0.38762 -1.64569 0.76074  -0.10
20 Cl 0.08381 -1.39785 -1.79642  -0.16
21 H 3.54551 1.85293 -0.41570  0.26
22 C 0.18904 -0.77150 -0.11944  0.82



Run ii
Below is an isolated ion of composition C7H10ClN2O2 and charge +1, with properties calculated with ωB97M-V/def2-TZVPD.

Computed properties:
SMILES string ... CC1=C([NH3+])C(Cl)=C[C@H]([N+](=O)[O-])C1
Total charge ... +1
Highest occupied orbital energy ... -13.031 eV
E_LUMO ... -4.2 eV
Orbital gap ... 0.32405 Eh

Each line ends with the Mulliken charge.
Atoms and positions in Å:
1 H 2.26919 -1.58389 1.06398  0.27
2 H 1.75663 -1.73605 -0.53670  0.37
3 H 2.44842 -0.42208 -0.13930  0.39
4 H -0.81792 0.05294 -2.15228  0.44
5 O -3.16855 -1.50236 -0.38036  -0.57
6 H -1.37940 -0.58028 3.38167  0.47
7 N 1.81823 -1.18067 0.26911  -0.09
8 O -1.91105 -2.71834 0.91176  -0.55
9 H 1.06174 -0.04221 -1.91738  0.28
10 N -2.47008 -1.71106 0.55663  1.02
11 C 0.19057 -0.88091 2.02180  0.72
12 H -3.04742 -0.17623 1.85034  0.57
13 C -1.08211 -0.77230 2.40042  -0.78
14 C 0.56637 -0.58384 0.66360  0.38
15 Cl 1.44400 -1.39578 3.03472  -0.24
16 H 0.22361 1.42349 -1.69048  0.41
17 H -1.44269 1.44704 0.87977  0.45
18 C -1.56563 0.58102 0.36246  -1.23
19 C -2.12561 -0.41621 1.37502  -0.39
20 H -2.19341 0.66054 -0.56442  0.49
21 C -0.27004 0.11228 -0.21320  0.12
22 C 0.05137 0.41229 -1.67463  -1.52



Quick one: most stable of them? run i